No. 1
Molecular formula: C50H52AsClGdN7O4
Method: DFT, ωB97M-V/def2-TZVPD

Output
- 2S+1 = 8
- net charge = -2
- molecular weight (g/mol) = 1082.636
- frontier orbital gap (spin up / spin down) (eV) = 3.73 / 3.87

Geometry as XYZ:
```
116
Properties=species:S:1:pos:R:3:lowdin_spin:R:1
Cl -4.578 3.147 30.778 0.03
H -9.689 1.482 29.309 0.00
C -11.585 6.991 22.090 0.00
C -1.021 4.975 26.316 0.00
C -6.514 7.011 21.602 0.13
C -12.561 9.322 21.685 0.00
C -7.164 0.201 21.513 0.00
C -6.502 9.618 22.938 0.04
N -3.379 5.872 22.037 0.00
H -3.974 1.745 26.401 0.00
C -10.486 4.810 22.844 0.00
N -4.082 4.891 21.152 0.00
H -3.747 6.855 21.935 0.00
H -5.492 3.693 19.239 0.00
C -4.248 1.665 25.350 0.02
H -10.649 9.300 19.773 0.00
H -8.811 8.663 18.600 0.00
C -8.177 4.407 18.742 0.00
H -11.108 2.661 18.398 0.00
C -7.490 1.552 23.766 0.00
N -2.022 3.225 23.162 0.00
C -10.572 3.367 19.034 0.00
C -0.989 1.693 19.412 0.00
H -0.953 6.230 28.068 0.00
C -1.210 3.627 24.191 0.00
H -3.320 1.353 24.759 0.00
C -9.390 3.870 18.215 0.00
C -8.602 4.507 14.513 0.00
H -7.527 2.054 24.744 0.00
H -9.220 3.976 29.462 0.01
H -9.304 0.399 24.106 0.00
C -6.035 9.521 21.594 0.20
C -7.195 3.667 30.125 0.03
C -9.734 6.205 20.831 0.02
H -10.523 3.554 16.502 0.00
H -5.838 8.172 19.866 0.00
O 0.005 3.362 24.231 0.00
O -4.535 -0.213 20.933 0.00
C -2.597 1.982 21.216 0.00
C -3.763 5.410 26.207 0.00
H -11.222 4.248 19.358 0.00
C -6.145 1.070 22.021 0.00
C -8.363 -0.049 22.159 0.00
C -6.157 2.662 30.312 0.13
H -8.691 5.551 14.263 0.00
H -8.024 -0.149 30.045 0.01
H -5.057 0.945 25.196 0.00
H -2.356 5.918 21.853 0.00
H -0.741 1.261 18.430 0.00
C -10.642 6.038 21.908 0.00
H -10.314 3.911 22.249 0.00
H -3.446 4.656 20.377 0.00
C -0.375 2.926 21.435 0.00
C -8.474 0.602 23.412 0.00
H -2.992 0.735 19.600 0.00
C -1.607 2.724 21.969 0.00
H -5.664 0.651 30.516 0.00
H -5.545 5.388 19.202 0.00
C -8.743 1.837 29.706 -0.01
C -4.741 0.845 21.532 0.00
C -1.793 4.353 25.293 0.00
C -2.196 1.361 19.999 0.00
H -6.699 10.587 23.395 0.00
N -6.375 1.876 23.072 -0.01
C -7.775 0.902 30.002 0.16
C -7.252 4.699 16.541 0.00
C -9.060 7.566 18.705 0.00
C -7.052 5.031 30.353 0.47
H -7.694 4.227 13.982 0.00
N -3.873 1.890 21.827 -0.01
C -6.902 8.525 23.633 0.18
H -9.616 4.909 23.585 0.00
H 0.836 2.860 19.613 0.00
N -6.768 6.048 20.829 0.20
H -7.480 8.626 24.511 0.01
H -12.730 9.983 20.857 0.00
H -9.533 7.192 17.781 0.00
N -3.119 4.662 25.312 -0.01
H -4.834 5.442 26.106 0.00
As -8.221 4.867 20.662 0.02
C -9.522 3.902 16.826 0.00
C -9.830 7.346 20.001 0.00
H -7.964 5.601 30.392 0.03
H -3.524 6.536 27.965 0.00
C -6.454 7.118 23.203 0.05
C -8.481 4.323 15.979 0.00
H -11.469 4.750 23.307 0.00
Gd -4.513 3.604 23.500 5.01
H -12.361 6.819 22.856 0.00
C -7.060 4.567 17.952 0.00
H 0.072 4.839 26.236 0.00
H -5.892 10.419 21.056 0.02
H -6.451 5.032 15.918 0.00
C -3.016 6.022 27.190 0.00
H -12.238 10.001 22.427 0.00
C -6.036 8.258 20.963 0.09
H -6.085 5.438 30.474 0.03
H -9.465 4.065 14.054 0.00
O -7.117 6.043 23.934 0.00
C -6.446 1.313 30.240 -0.02
H -13.474 8.875 22.005 0.00
C -1.589 5.863 27.276 0.00
C -10.682 8.358 20.363 0.00
H -8.081 7.141 18.743 0.00
C -8.505 3.186 29.711 0.14
H -5.363 7.019 23.401 0.02
H -4.879 5.404 20.726 0.00
H 0.321 3.483 22.047 0.00
C -11.586 8.245 21.361 0.00
H -10.412 2.800 19.937 0.00
C -5.668 4.531 18.575 0.00
H -4.862 4.526 17.763 0.00
C -0.067 2.520 20.127 0.00
H -9.039 -0.839 21.927 0.00
H -6.942 -0.422 20.642 0.00
O -6.272 4.897 23.836 -0.01
```



No. 2
Molecular formula: C50H52BN8O5PSV
Method: DFT, ωB97M-V/def2-TZVPD

Output
- 2S+1 = 2
- molecular weight (g/mol) = 969.814
- frontier orbital gap (spin up / spin down) (eV) = 6.56 / 6.82

Geometry as XYZ:
```
119
Properties=species:S:1:pos:R:3:lowdin_spin:R:1
C 2.538 -3.849 -1.040 0.00
C -3.963 -0.646 -0.486 0.00
H -4.796 3.064 -0.072 0.00
C 1.558 0.795 -3.653 0.00
C -3.809 0.660 1.583 0.03
C -1.410 -5.455 -1.498 0.00
C 3.745 -3.987 -3.120 0.00
H -3.603 4.831 -1.624 0.00
H 2.616 0.417 2.542 0.00
N 0.577 1.154 -1.687 0.00
C -2.865 2.928 -1.887 0.00
C -1.822 -3.087 -2.146 0.00
H -4.162 -1.741 -2.311 0.00
C 3.791 2.631 -0.453 0.00
H 1.103 -4.670 4.983 0.00
C 2.645 -3.569 2.182 0.00
C 0.885 3.978 2.279 0.00
H 6.803 0.398 3.439 0.00
C 0.112 4.283 4.924 0.00
O -0.626 -0.682 0.929 0.02
H 2.635 -5.605 -2.268 0.00
H -3.071 1.242 -4.675 0.00
C 0.444 -3.049 3.752 0.00
H 1.789 2.457 0.321 0.00
N -1.950 1.234 -2.907 0.00
C 3.828 -0.844 1.287 0.00
C -1.789 4.738 -0.511 0.00
N -2.657 1.151 1.311 -0.03
C 5.970 0.055 2.838 0.00
C -0.944 2.351 1.895 -0.01
H -3.528 3.509 1.084 0.00
H -2.097 -2.827 0.660 0.00
O 0.110 0.148 3.122 0.00
C -2.039 -4.125 -1.078 0.00
V -1.368 0.630 -0.206 1.02
H -0.487 -3.366 0.205 0.00
B -0.891 0.186 -3.457 0.00
H -2.716 -4.079 -3.944 0.00
H 2.214 4.849 -0.347 0.00
C 2.947 -4.575 -2.154 0.00
H -0.432 -2.831 4.348 0.00
C -3.515 2.773 -3.109 0.00
C -4.545 -0.231 0.710 0.00
C 2.405 -4.342 3.304 0.00
C 0.679 -2.292 2.606 0.00
C 4.684 0.512 3.097 0.00
C 2.272 2.690 -0.630 0.00
C 1.780 1.739 -1.675 0.00
H 3.535 -3.757 1.594 0.00
C -5.831 -0.661 1.022 0.01
H 1.614 0.434 -4.666 0.00
C 6.183 -0.849 1.808 0.00
C 2.941 -2.529 -0.868 0.00
H 1.732 5.686 5.071 0.00
H -6.280 -0.349 1.958 0.00
C -4.063 3.829 0.191 0.00
H -1.251 5.173 -1.354 0.00
H 3.093 -5.135 3.570 0.00
H -1.413 2.831 4.471 0.00
C 1.895 4.106 -1.082 0.00
H -1.142 3.992 -0.056 0.00
C 1.795 -2.529 1.804 0.00
C -0.199 3.270 2.769 0.00
C -6.522 -1.471 0.138 0.00
C 3.732 -1.943 -1.862 0.00
H 4.147 1.612 -0.337 0.00
O -2.712 -0.230 -0.718 -0.04
N -2.146 2.030 2.243 0.00
H 1.176 3.841 1.254 0.00
C -2.909 1.689 -3.709 0.00
C 4.136 -2.664 -2.972 0.00
N -1.247 -1.900 -1.955 0.00
C 2.461 1.479 -2.879 0.00
H 4.055 -4.552 -3.990 0.00
H 3.441 1.821 -3.165 0.00
H 4.092 3.190 0.434 0.00
C 1.578 4.852 3.104 0.00
C -3.103 4.108 -0.977 0.00
O -0.454 1.934 0.742 0.00
C -0.584 3.416 4.101 0.00
C 3.623 0.070 2.322 0.00
H 0.821 4.199 -1.246 0.00
H 5.299 -2.013 0.243 0.00
H -4.316 3.377 -3.499 0.00
H -7.520 -1.809 0.380 0.00
H 7.183 -1.210 1.602 0.00
S -0.498 -0.957 2.426 0.00
H -0.353 -5.318 -1.701 0.00
H -0.180 4.394 5.960 0.00
H 4.295 3.074 -1.315 0.00
P 2.290 -1.398 0.420 0.00
C -2.233 -3.230 -3.489 0.00
H -1.603 -4.486 1.007 0.00
H 4.745 -2.189 -3.731 0.00
N 0.446 0.628 -2.925 0.00
H 4.503 1.216 3.899 0.00
C 5.118 -1.302 1.039 0.00
C -1.871 -2.053 -4.085 0.00
C 1.300 -4.078 4.099 0.00
H -1.520 -6.196 -0.703 0.00
H 2.397 4.334 -2.025 0.00
H -1.965 -1.721 -5.106 0.00
H -4.257 0.961 2.526 0.00
N -1.912 1.981 -1.752 0.00
H -1.983 5.527 0.218 0.00
N -1.285 -1.269 -3.151 0.00
O -1.766 -1.430 2.914 0.00
C 1.191 5.005 4.426 0.00
H 1.908 -4.323 -0.299 0.00
H 2.415 5.415 2.711 0.00
H -0.916 0.271 -4.656 0.00
C -1.529 -3.674 0.280 0.00
H 4.030 -0.909 -1.764 0.00
H -3.123 -4.279 -1.007 0.00
C -4.644 -1.440 -1.388 -0.01
C -5.929 -1.849 -1.064 0.01
H -6.473 -2.475 -1.759 0.00
H -4.609 4.740 0.443 0.00
H -1.877 -5.854 -2.399 0.00
```



- Among the records above, which one has the lowest molecular weight?
  C50H52BN8O5PSV



- Among the records above, which one has the lowest 2S+1?
  C50H52BN8O5PSV



- Look up the 2S+1 of the second one.
  2